Entry from OMol25: a structure of composition C23H15Cl2CuN3O7S5 (wB97M-V/def2-TZVPD).

E_HOMO (alpha / beta) (hartree): -0.077 / -0.092
Orbital gap (alpha / beta) (eV): 6.40 / 5.86
E_tot (eV): -166755.1677
Molar mass (g mol⁻¹): 740.174
Relative energy (zero: lowest compared OMol25 entry of this formula, charge and spin) (kcal/mol): 0.18
Spin multiplicity: 2
LUMO (alpha / beta) (eV): 4.300 / 3.366
Strongest force on any atom (eV Å⁻¹): 0.25
Net charge: -2

Structure (XYZ):
```
56
Properties=species:S:1:pos:R:3:nbo_charge:R:1
C 3.31920 -5.18324 -2.10152 0.176
O 4.02192 -5.71989 -2.92829 -0.606
C -2.59164 0.68647 0.14017 0.075
H 3.75897 -0.36743 -4.77542 0.223
S 1.79417 -4.38575 -2.46763 0.337
H -2.70547 0.10133 1.04737 0.193
Cl 0.37222 1.96505 4.97145 0.018
S 2.13680 -3.97400 1.81381 -0.155
S 2.33229 -0.06985 -2.32737 2.341
C 0.66278 -1.49481 -4.01361 -0.195
C 0.27529 0.45707 2.73683 0.045
H 3.23027 -1.55119 -6.89862 0.199
O 2.97529 -1.07153 -1.51530 -0.957
O -3.14272 3.19997 2.88598 -0.890
N 0.09354 -0.66542 2.03843 -0.516
C -3.42258 2.27660 -1.41848 -0.112
C 1.27750 -2.15976 -6.24240 -0.222
C 0.11344 0.48605 4.11235 -0.073
H -4.17533 2.97389 -1.76812 0.202
Cl -2.14632 3.99133 2.19238 2.546
H 1.03943 -2.66976 -7.16859 0.197
H -0.60067 -2.63174 -5.31431 0.206
C 2.26861 -4.23743 0.17186 -0.406
O 3.13185 1.07556 -2.71446 -0.989
C -0.70925 2.80388 -3.88643 -0.184
C 0.06850 1.18763 -2.24065 0.177
C -2.20342 2.17810 -2.12379 -0.096
N 0.94943 0.30183 -1.64642 -1.044
C -1.92908 2.93325 -3.28983 -0.252
C 0.28729 1.94831 -3.37525 -0.297
C -3.61965 1.54595 -0.28604 -0.251
H 0.51941 1.36056 2.19628 0.251
O -0.94189 3.20274 2.03144 -0.889
C 2.81316 -0.87755 -4.90717 -0.132
H -0.38287 -0.64482 5.86128 0.217
C 2.50801 -1.53200 -6.09111 -0.246
H -4.51673 1.64670 0.30833 0.221
H -2.67989 3.61451 -3.67252 0.196
H -0.48050 3.38538 -4.77290 0.195
C -0.44534 -1.81971 4.04796 -0.257
C -0.25348 -0.66391 4.78717 -0.191
C -1.22620 1.30494 -1.60935 0.203
Cu 0.27501 -0.62246 0.03614 0.861
C -0.25873 -1.78342 2.67695 0.050
O -1.84502 5.17333 2.96590 -0.880
H -0.03547 -1.49568 -3.18660 0.254
H -0.36732 -2.66237 2.05572 0.248
H -0.72421 -2.74984 4.52466 0.216
C 1.89057 -0.86717 -3.87038 -0.335
O -2.65671 4.37863 0.89824 -0.879
H 1.25142 1.91846 -3.85930 0.233
C 0.35692 -2.13695 -5.20526 -0.206
N -1.45763 0.55898 -0.49778 -0.522
S 3.71248 -5.08387 -0.38800 0.312
S -0.10812 -3.07387 -0.65991 -0.227
C 1.35386 -3.88193 -0.84030 -0.385
```



Entry from OMol25: a structure of composition C55H56AsBrNO6SSeTa at a distorted geometry (wB97M-V/def2-TZVPD).

E_HOMO (hartree): -0.279
Orbital gap (eV): 6.31
E_tot (eV): -280333.2176
Molar mass (g mol⁻¹): 1273.855
LUMO (eV): -1.279
Strongest force on any atom (eV Å⁻¹): 1.96
Net charge: 0

Structure (XYZ):
```
123
Properties=species:S:1:pos:R:3:mulliken_charge:R:1
C 5.02870 -4.88710 1.69860 -0.617
H 3.73900 -0.87660 -5.27840 0.470
C -3.03570 2.82760 1.49060 2.126
H -4.05810 2.27580 3.31090 0.622
H -0.05010 -4.27790 2.20360 0.438
H -2.20830 -4.33110 5.90240 0.444
C 0.67040 3.54500 -1.79310 -2.110
H 1.05220 -7.10270 -1.85180 0.431
Br -0.86500 -4.89330 -5.88810 -0.197
C -3.10400 1.34380 -0.66850 -0.932
C -3.42490 -1.16260 -2.28580 -1.844
H 0.48180 -1.12480 5.04210 0.405
H -4.56620 4.29050 1.91960 0.471
H 5.48750 0.71070 -0.95290 0.454
C 5.45950 -0.17370 -4.22210 -0.542
H -1.44590 0.51270 -4.50720 0.264
C 0.01630 -2.05890 4.75040 -0.783
H 0.49150 0.71630 -3.66260 -0.375
C 3.98990 -2.79400 1.15150 -0.582
H -1.15360 3.02950 2.56060 0.161
C -0.28210 -3.83610 3.16890 -0.127
C 0.19690 -6.15070 -3.56260 -0.407
H -4.34300 0.27760 -4.36280 0.518
H 2.26340 -0.79470 -3.30440 0.403
N -4.42000 -5.23790 1.78620 1.127
C 2.99230 -4.23210 2.78870 -0.213
C 4.13270 -0.55150 -4.32740 -0.870
C -1.12920 2.26640 -0.13890 -1.791
H -4.15430 -0.96400 -1.50620 0.291
C -4.03060 -2.38890 4.11420 -1.049
H -0.74520 4.02210 -3.83850 0.615
C -0.93570 1.58560 -1.43450 0.962
C 0.34190 -2.64110 3.52830 0.289
H 4.18410 2.17500 5.52120 0.389
C 0.35410 -2.57270 -1.25110 0.176
C 0.84030 1.69030 -3.35620 -1.306
H 1.34580 3.13840 -1.04200 0.212
C 2.96430 -3.04630 2.06100 0.370
C -2.77760 -1.92990 2.10480 0.235
C 3.19630 -0.83390 4.36800 -0.293
H -1.58250 4.44170 1.58880 0.380
O -5.28270 -5.84110 2.38600 -0.660
C 4.01680 -5.14460 2.60700 -0.722
C -3.58660 1.78200 2.46440 -1.583
H 1.18170 -5.01670 -0.52890 0.514
H 6.10060 -0.21040 -5.08910 0.392
H -4.34170 -2.08890 5.10100 0.443
H -4.32540 1.14290 1.98550 0.297
C -1.20130 3.16400 -3.34970 -1.775
C 0.71580 -6.17190 -2.27860 -0.927
H 0.04070 4.30660 -1.34290 0.448
C 2.87260 1.86740 3.87620 -0.942
H 5.82490 -5.60340 1.56010 0.389
C 5.96220 0.25750 -3.00470 -0.720
C -2.26580 0.99810 -1.71040 0.918
H -2.03230 3.51720 -2.74390 0.149
C 3.78780 -0.01180 -2.02370 0.458
C -0.09200 -3.75710 -3.40110 0.182
H 1.77900 1.56670 -2.82160 0.139
O -3.85940 -5.63960 0.79030 -0.627
C 2.19510 0.94360 3.08050 0.879
H 4.47170 -0.23940 5.97750 0.424
C 3.84330 0.08940 5.16460 -0.856
H -5.11720 -4.24810 4.11620 0.532
H -1.12160 -2.20540 6.55490 0.414
Ta 0.25810 -0.11430 0.13710 0.876
H -2.42480 4.12270 3.10270 0.431
C -2.81020 0.13610 -2.84400 2.608
C 3.67790 1.44360 4.91090 -0.750
C 3.29490 -0.49030 -3.22650 0.034
C -1.17500 -4.44920 4.03070 -0.813
C 0.79530 -5.00760 -1.53780 -0.575
C -4.46260 -3.58350 3.57390 -0.358
H 4.01460 -6.06280 3.17440 0.436
C -2.43580 2.15250 0.28240 -0.687
H 5.80420 -3.49800 0.26620 0.466
O 0.49710 -1.42920 -1.75940 0.007
C -3.17210 -1.57960 3.39260 -0.687
H -2.20180 -1.06630 -4.52060 0.726
H -3.80690 4.50130 0.34200 0.378
C -0.88820 -2.66690 5.60550 -1.030
O -1.76140 -1.05830 0.12590 0.250
H -2.76530 1.17150 2.82920 -0.082
C -4.17140 3.76340 1.05260 -1.915
C -3.20150 -3.12810 1.54890 0.135
H -1.58860 2.51060 -4.12220 0.241
C -4.02560 -3.94940 2.30580 -0.563
H -2.89260 -3.43300 0.55860 0.557
H 1.28100 4.02950 -2.55110 0.507
H -2.81640 -0.65760 3.82080 0.517
H -0.91130 -0.72870 -3.36210 -1.014
C 0.38070 -3.80050 -2.09500 0.321
C -1.81950 -1.06440 1.36520 0.888
H -0.42210 2.96270 0.27160 1.406
H -4.74070 1.14330 -2.87810 0.323
H 3.99030 -1.87240 0.57420 0.130
H -4.98180 3.21110 0.58450 0.343
O 0.17200 -2.70050 -0.02410 -0.175
H -1.64290 -5.38370 3.75440 0.489
C -1.77050 -0.30440 -3.87270 -0.927
H -4.12960 1.03190 -0.56810 0.788
H 1.04930 2.27550 -4.24980 0.586
C -1.97840 3.65590 2.22760 -1.944
H 0.09410 -7.05900 -4.13460 0.418
C -0.16100 2.44350 -2.47240 2.259
C 5.01720 -3.70560 0.97630 -0.663
H -3.92360 -1.70520 -3.08830 0.625
H 6.99840 0.54640 -2.91740 0.413
C 5.12930 0.34720 -1.90690 -0.955
O -1.00930 -0.36870 2.02370 -0.335
H -0.39560 -2.81940 -3.84100 0.406
H 3.31670 -1.90030 4.54020 0.413
H 2.20700 -4.44230 3.50730 0.420
H -3.57650 1.82350 -4.00580 0.293
C -1.48570 -3.86360 5.24830 -0.500
H -2.64970 -1.80220 -1.87230 0.069
S 1.13170 1.62650 1.84570 0.004
C -3.93640 0.89830 -3.56610 -2.050
C -0.18990 -4.93940 -4.11070 -0.515
As 1.47700 -1.73890 2.19460 2.095
Se 2.66230 0.43610 -0.45680 0.271
C 2.36410 -0.42210 3.32990 -1.141
H 2.74990 2.91650 3.66030 0.564
```



Entry from OMol25: a structure of composition C37H36CaCl3N2O6S2 (wB97M-V/def2-TZVPD).

E_HOMO (hartree): -0.155
Orbital gap (eV): 6.20
E_tot (eV): -131900.1885
Molar mass (g mol⁻¹): 815.274
Relative energy (zero: lowest compared OMol25 entry of this formula, charge and spin) (kcal/mol): 17.36
LUMO (eV): 1.974
Strongest force on any atom (eV Å⁻¹): 0.58
Net charge: -1

Structure (XYZ):
```
87
Properties=species:S:1:pos:R:3:mulliken_charge:R:1
H 3.23394 -0.16078 -2.32550 0.258
N -1.05027 -1.15732 -2.74783 0.873
C -3.05086 -2.03138 -3.74236 -0.749
C 0.62393 -0.67235 -6.52817 -0.661
C -6.24672 1.49598 0.22043 -0.482
O -4.03178 -2.08906 -1.12966 -0.808
C -5.90209 2.82948 0.42747 -0.566
Cl 2.65432 -4.88301 0.62195 -0.203
H -6.65825 3.60258 0.37075 0.368
Cl -0.01260 -3.97672 1.28722 -0.166
H -4.03767 -2.42164 -3.54173 0.543
H -7.27507 1.23618 0.00172 0.384
C -3.95339 0.83649 0.53586 -0.477
C -2.83261 -1.81288 -1.21965 -0.007
C -3.62713 2.16281 0.74940 0.699
H -2.67001 1.82191 4.54526 0.592
C 1.05971 -3.76303 -1.27431 -0.131
C 3.04538 1.49068 -0.33462 -1.460
O -2.01284 -1.61624 -0.27645 -0.757
C -5.27881 0.50552 0.26445 -0.906
H -0.49013 4.07016 -3.44326 0.410
C 0.77991 -0.47316 -4.12862 0.665
C 1.86504 -1.37647 4.14763 0.187
H -0.20883 -0.34857 5.49666 0.546
C 3.76308 -0.28585 5.11771 -0.758
C -2.54094 -1.89216 -4.99388 -0.965
C 1.50799 4.05752 -2.64984 -0.700
H -0.04958 1.27366 3.09918 0.078
H -2.58254 0.89447 3.05610 0.280
O 0.40501 -0.65659 2.10022 -0.207
H 3.41610 3.74434 -1.72049 0.330
C -1.23870 -1.36446 -5.16002 1.188
H 1.79926 4.98927 -3.12232 0.332
H 2.33200 0.10718 -5.45209 0.438
S 0.24379 -1.38396 3.39260 0.196
C -0.52322 -1.00480 -3.99831 -0.994
C 3.61236 -0.57908 -1.39254 -1.263
C -2.25675 -1.65301 -2.63278 0.345
H -3.18742 0.06810 0.54596 0.498
C 2.45453 -0.23100 4.66958 -0.031
H 2.91261 1.88502 0.67896 0.341
C 2.57498 -2.56410 4.05322 -0.460
S -1.91491 2.61132 1.03141 -0.001
H 1.08118 -0.53848 -7.50085 0.370
C 0.76803 1.57103 -1.43243 0.812
H -3.11252 -2.17947 -5.86995 0.378
O 0.91879 -4.30579 -2.35292 -0.694
H 1.90351 0.70038 4.70399 0.344
H 2.10876 -3.43460 3.60589 0.369
H -2.99318 3.55037 2.94308 0.522
N 2.92468 0.03603 -0.26705 1.650
C 0.97695 -4.70696 0.00670 0.752
Cl 0.33278 -6.30564 -0.36806 -0.157
C 3.88879 -2.61148 4.50140 -0.611
H 4.45131 -3.53220 4.42074 0.414
H 3.43003 -1.65114 -1.40359 0.166
C 3.44435 -0.49822 0.97878 -1.091
H -1.19378 -1.47233 -7.31331 0.363
H 4.69845 -0.38423 -1.34573 0.326
Ca 0.10214 -0.68851 -0.38925 1.916
H 2.91282 -0.05560 1.81926 0.040
C -0.10614 2.32416 -2.23656 -0.751
H -4.29874 4.20812 0.80985 0.439
C 0.23113 3.53725 -2.83016 -0.828
H 4.07063 1.76755 -0.63884 0.280
C -2.07933 2.96846 2.82240 -0.967
H -5.51295 -0.53037 0.05750 0.489
C -2.08266 1.67648 3.63398 -1.128
C -0.66980 1.20873 3.99491 -0.085
C -4.58466 3.16954 0.68045 -0.608
C -0.65100 -0.23480 4.50745 -1.343
H 4.52617 -0.30377 1.10013 0.338
H -0.24684 1.87653 4.75110 0.436
C 2.40963 3.35435 -1.86298 -0.633
H 3.28783 -1.57930 1.00219 0.169
C 4.47825 -1.47596 5.03395 -0.444
H 4.23338 0.60206 5.52002 0.396
O 1.29748 -2.56726 -0.97172 -0.478
O -1.13058 1.35066 0.98832 0.154
H 1.29838 -0.17620 -3.22846 -0.059
H -1.66096 -0.64546 4.54899 0.635
C 1.33661 -0.30981 -5.36371 -0.564
C 2.03544 2.15127 -1.26165 0.461
H -1.23111 3.60499 3.08442 0.507
H 5.50450 -1.51135 5.37650 0.375
H -1.11273 1.94424 -2.42611 0.335
C -0.63587 -1.18829 -6.42799 -0.793
```



Entry from OMol25: a structure of composition C16H14N6ReSSe (wB97M-V/def2-TZVPD).

E_HOMO (alpha / beta) (hartree): -0.528 / -0.528
Orbital gap (alpha / beta) (eV): 6.63 / 6.88
E_tot (eV): -104055.6002
Molar mass (g mol⁻¹): 587.564
Spin multiplicity: 2
LUMO (alpha / beta) (eV): -7.752 / -7.501
Strongest force on any atom (eV Å⁻¹): 0.54
Net charge: +2

Structure (XYZ):
```
39
Properties=species:S:1:pos:R:3:nbo_charge:R:1
N 2.77388 -3.04512 -1.90843 -0.532
Re 0.84723 -0.05250 0.26407 0.924
Se -6.14980 3.13759 1.20541 1.081
C -4.06271 1.81664 1.50346 0.079
H 0.65174 2.01640 -2.28837 0.224
S 1.58625 -0.60613 -1.87104 -0.002
H -1.01405 3.61217 -3.19487 0.260
H 5.79612 -2.45660 -2.36617 0.241
H 2.75583 -0.59278 2.03561 0.225
H 4.26637 -4.22297 -2.82653 0.241
C -2.99929 0.93527 1.96767 -0.058
C 4.07274 -3.74206 -1.87063 -0.232
C -2.03750 -0.60338 3.52652 -0.230
C -0.30192 2.15778 -1.79659 0.091
H 5.57380 -2.70809 -0.62775 0.235
H 4.46880 -0.46451 -1.40091 0.448
H -2.06675 -1.18412 4.43690 0.264
H -3.99038 0.27733 3.75007 0.269
H -0.06849 -1.27857 2.98668 0.230
N -4.90784 3.33996 -0.03919 -0.602
C -3.90321 2.57230 0.29746 0.168
C -1.84338 0.83359 1.20184 0.171
C -3.09235 0.19874 3.15073 -0.046
N -5.19560 1.97456 2.13846 -0.583
H 2.16168 -2.13752 1.31738 0.215
C -2.44024 3.19925 -1.64253 -0.077
H -3.20457 3.87774 -1.99887 0.268
N 4.16277 -1.41625 -1.52367 -0.532
C -1.23964 3.05148 -2.29941 -0.218
H 1.89740 -3.48186 -2.14621 0.448
H 4.07213 -4.49692 -1.08833 0.236
C -0.91305 -0.66150 2.72080 0.111
C -2.67536 2.46306 -0.47688 -0.089
N -0.80565 0.03490 1.57898 -0.513
C 2.90696 -1.74897 -1.72844 0.385
C 2.06555 -1.04492 1.31644 -0.554
C 5.05875 -2.58531 -1.57764 -0.232
N -0.52019 1.43536 -0.69725 -0.553
C -1.68605 1.59597 -0.02880 0.240
```